Arrangement one

Below is one molecule with the formula C6H14N2O, with properties calculated with ωB97M-V/def2-TZVPD.

SMILES: CC[C@H](C)/N=C\N(C)O
Orbital gap, Ha: 0.372
Charge: 0

CARTESIAN COORDINATES (ANGSTROEM)
1 C -0.1927 -1.7018 -1.5457
2 C -0.1164 -2.3224 -0.1705
3 C 0.0748 -1.3618 1.0037
4 C -1.2441 -0.6757 1.3456
5 C 0.9762 0.7350 0.4339
6 C 0.3699 1.8461 -1.6437
7 H -0.6583 -2.3271 -2.2476
8 H -0.8160 -0.7992 -1.4898
9 H 0.8157 -1.5324 -1.9316
10 H -1.0814 -2.7551 0.0172
11 H 0.6663 -3.1275 -0.1233
12 H 0.3721 -1.8917 1.8845
13 H -1.1576 -0.0326 2.1592
14 H -1.9498 -1.4505 1.7244
15 H -1.6959 -0.1841 0.5525
16 H 1.7670 1.4881 0.6185
17 H 1.1999 2.5121 -1.6191
18 H -0.5358 2.2571 -2.0252
19 H 0.6902 1.0195 -2.3085
20 H -1.1929 2.0924 0.9633
21 N 1.2293 -0.4704 0.8042
22 N -0.1032 1.3042 -0.3438
23 O -0.4391 2.4723 0.5079

---

Arrangement two

Below is one molecule with the formula C6H14N2O, with properties calculated with ωB97M-V/def2-TZVPD.

SMILES: CO[C@]1(N)CN(C)[C@H]1C
Orbital gap, Ha: 0.341
Charge: 0

CARTESIAN COORDINATES (ANGSTROEM)
1 C -0.1409 -0.8046 -0.2596
2 C -0.1810 0.3208 0.7494
3 C 1.0672 -1.4320 0.4439
4 C -2.7830 -0.7529 -0.3293
5 C 2.4156 0.5925 0.4334
6 C -0.4077 1.7716 0.3927
7 N 1.3459 -0.1352 1.0985
8 N 0.1045 -0.4741 -1.6161
9 O -1.6104 -1.4752 -0.0665
10 H -0.7306 0.0776 1.6619
11 H 0.4540 0.4456 -1.8480
12 H 0.3854 -1.2557 -2.1987
13 H 0.7914 -2.2084 1.1666
14 H 1.8530 -1.8331 -0.2052
15 H -2.6399 -0.0014 -1.1236
16 H -3.5762 -1.4373 -0.6543
17 H -3.1161 -0.2341 0.5825
18 H 3.3759 0.1188 0.6717
19 H 2.3369 0.6354 -0.6601
20 H 2.4671 1.6161 0.8159
21 H 0.0586 2.0573 -0.5539
22 H -1.4792 1.9846 0.3318
23 H 0.0095 2.4235 1.1670

---

Arrangement three

Below is one molecule with the formula C6H14N2O, with properties calculated with ωB97M-V/def2-TZVPD.

SMILES: CC(C)=NCNCCO
Orbital gap, Ha: 0.329
Charge: 0

CARTESIAN COORDINATES (ANGSTROEM)
1 C 0.4482 1.2050 -1.5125
2 C 1.0664 1.4315 -0.1561
3 C 1.0797 1.8268 -2.7960
4 C -1.6411 -0.0908 -0.5846
5 C -0.7139 -0.9427 1.8840
6 C 0.1599 -2.0908 1.5408
7 N -0.6582 0.6099 -1.6845
8 N -1.8242 -0.6200 0.9069
9 O 1.5099 -1.9184 1.8010
10 H 1.7060 0.5503 -0.2057
11 H 0.2571 1.3952 0.6567
12 H 1.6191 2.3195 -0.1489
13 H 2.1023 2.2036 -2.4647
14 H 0.4907 2.5842 -3.2364
15 H 1.3541 1.0828 -3.4787
16 H -2.5702 0.5525 -0.7155
17 H -1.9290 -1.0941 -0.9533
18 H -2.6025 -1.3219 1.0854
19 H -1.0163 -0.9348 2.9992
20 H -0.1410 0.0156 1.7250
21 H -0.0500 -2.3352 0.5152
22 H -0.2533 -2.9463 2.1061
23 H 1.6063 -1.4818 2.7163

---

Decreasing stability: arrangement two, arrangement one, arrangement three